# 1
The following is a quantum chemistry calculation of a structure of composition C47H44HgN4P2S4, from the OMol25 dataset.

Its HOMO energy (spin up / spin down) is -0.13638 / -0.15554 Ha. The charge is -1. The expectation value of S² is 0.7538. As for the spin multiplicity: 2. The value obtained for the gap between HOMO and LUMO (spin up / spin down) is 6.062 / 6.276 eV.

CARTESIAN COORDINATES (ANGSTROEM)
Hg  0.4152  -0.0363  0.0488
S  -0.0053  0.7212  -3.5047
P  0.1505  -1.1764  -3.0200
C  -0.3467  -1.4586  -1.3777
P  -0.1870  -2.9904  -0.5563
S  0.0339  -2.7845  1.3990
C  -1.7290  -3.9550  -0.7757
C  -2.8568  -3.3723  -1.3354
C  -4.0698  -4.0503  -1.3207
C  -4.1630  -5.3025  -0.7357
C  -3.0396  -5.8813  -0.1553
C  -1.8289  -5.2110  -0.1747
C  1.0951  -4.1327  -1.1919
C  0.8231  -5.1769  -2.0701
C  1.8624  -5.9605  -2.5548
C  3.1679  -5.7170  -2.1566
C  3.4398  -4.6883  -1.2640
C  2.4073  -3.8986  -0.7867
C  1.8199  -1.6662  -3.6423
C  2.0893  -2.2834  -4.8608
C  3.4036  -2.4420  -5.2823
C  4.4577  -1.9733  -4.5146
C  4.1940  -1.3084  -3.3248
C  2.8843  -1.1536  -2.9082
C  -1.0148  -2.1859  -4.0156
C  -0.7714  -3.4931  -4.4223
C  -1.7499  -4.2152  -5.0934
C  -2.9853  -3.6431  -5.3500
C  -3.2411  -2.3428  -4.9343
C  -2.2631  -1.6197  -4.2721
H  -2.7737  -2.3873  -1.7768
H  -4.9491  -3.5903  -1.7563
H  -5.1106  -5.8282  -0.7226
H  -3.1166  -6.8478  0.3289
H  -0.9501  -5.6413  0.2907
H  -0.1966  -5.3824  -2.3683
H  1.6529  -6.7650  -3.2507
H  3.9725  -6.3348  -2.5371
H  4.4594  -4.5066  -0.9446
H  2.5965  -3.0926  -0.0882
H  1.2886  -2.6260  -5.5002
H  3.6041  -2.9358  -6.2264
H  5.4790  -2.1041  -4.8519
H  5.0015  -0.9071  -2.7241
H  2.6664  -0.5954  -2.0123
H  0.1809  -3.9531  -4.2059
H  -1.5457  -5.2291  -5.4183
H  -3.7481  -4.2089  -5.8715
H  -4.2075  -1.8941  -5.1326
H  -2.4439  -0.6026  -3.9456
S  3.0997  -0.2903  0.6105
C  3.1993  -0.0580  2.2982
N  4.1956  -0.7176  2.9953
C  4.3013  -0.5384  4.4227
C  3.9736  0.8989  4.7525
N  2.6280  1.1694  4.3026
C  1.9596  2.2504  5.0148
C  2.6784  3.5831  4.9074
C  3.3016  4.1389  6.0194
C  3.9830  5.3450  5.9249
C  4.0609  6.0049  4.7095
C  3.4478  5.4554  3.5913
C  2.7595  4.2562  3.6880
C  2.3287  0.8352  2.9825
S  0.8878  1.4502  2.2845
C  5.0536  -1.7412  2.4232
C  6.4694  -1.2523  2.1905
C  6.7056  -0.1546  1.3623
C  7.9963  0.3053  1.1582
C  9.0699  -0.3212  1.7792
C  8.8429  -1.4066  2.6086
C  7.5481  -1.8655  2.8160
H  5.3234  -0.7715  4.7296
H  3.6088  -1.2046  4.9552
H  4.7079  1.5581  4.2693
H  4.0217  1.0615  5.8307
H  1.9081  1.9589  6.0681
H  0.9490  2.3230  4.6179
H  3.2507  3.6254  6.9738
H  4.4534  5.7703  6.8034
H  4.5922  6.9456  4.6329
H  3.4997  5.9643  2.6368
H  2.2764  3.8323  2.8182
H  4.6108  -2.0592  1.4809
H  5.0689  -2.5965  3.1059
H  5.8649  0.3216  0.8744
H  8.1670  1.1574  0.5117
H  10.0791  0.0382  1.6199
H  9.6743  -1.8970  3.1005
H  7.3772  -2.7173  3.4659
C  -1.5864  3.2443  -1.4187
C  -2.0558  2.6584  -0.1357
N  -1.7302  1.4905  0.3601
C  -2.4412  1.3379  1.5261
C  -3.2119  2.4368  1.7415
N  -2.9593  3.2729  0.6752
H  -0.6478  2.7805  -1.7135
H  -1.4577  4.3246  -1.3311
H  -2.3077  3.0399  -2.2122
H  -2.3434  0.4441  2.1203
H  -3.8923  2.6954  2.5335
H  -3.3457  4.1876  0.5362

Cartesian forces (eV/Å) of the 3 atoms listed first:
-0.007 -0.066 0.398
0.005 0.530 -0.167
-0.676 -0.328 0.137

=====

# 2
The following is a quantum chemistry calculation of a cluster of 7 separate species, C47H44O30S2 in total, from the OMol25 dataset.

Its HOMO energy is -0.33368 Ha. As for the SMILES: COC[C@H](OC)SCC(=O)OC[C@@H](C)OC(=O)CS.O=C1C=C(O)C(=O)C=C1O.O=C1C=C(O)C(=O)C=C1O.O=C1C=C(O)C(=O)C=C1O.O=C1C=C(O)C(=O)C=C1O.O=C1C=C(O)C(=O)C=C1O.O=C1C=C(O)C(=O)C=C1O. As for the spin multiplicity: 1. The value obtained for the gap between HOMO and LUMO is 7.453 eV.

CARTESIAN COORDINATES (ANGSTROEM)
C  3.8559  2.2113  -3.3685
O  3.0097  3.3480  -3.3553
C  1.6632  3.0916  -3.6767
C  0.9592  2.2201  -2.6291
O  -0.0277  1.4753  -3.3021
C  -0.4211  0.2886  -2.6381
S  0.2143  3.2542  -1.3202
C  1.0092  2.5596  0.1444
C  0.2766  1.3983  0.7655
O  -0.8525  1.4148  1.1851
O  1.0811  0.3226  0.8197
C  0.6509  -0.7778  1.6307
C  1.4974  -1.9852  1.2898
C  1.5938  -2.2537  -0.2145
O  2.8306  -1.7881  1.8211
C  3.4462  -2.8741  2.3466
O  2.8572  -3.7956  2.8388
C  4.9512  -2.7918  2.2275
S  5.6267  -2.7056  3.9144
H  4.6572  2.3679  -4.0972
H  4.3083  2.0682  -2.3814
H  3.3183  1.2989  -3.6505
H  1.1704  4.0669  -3.7172
H  1.5511  2.6175  -4.6616
H  1.6675  1.5490  -2.1273
H  -1.2000  -0.1609  -3.2535
H  0.4259  -0.4041  -2.5511
H  -0.8306  0.5045  -1.6422
H  2.0275  2.2489  -0.0909
H  1.0228  3.3530  0.8970
H  -0.4008  -1.0076  1.4687
H  0.8023  -0.5248  2.6847
H  1.0205  -2.8350  1.7812
H  2.5861  -2.0036  -0.5901
H  0.8501  -1.6674  -0.7608
H  1.3987  -3.3070  -0.4320
H  5.2779  -3.7096  1.7376
H  5.2338  -1.9076  1.6611
H  6.9052  -2.5770  3.5507
O  0.8225  0.3515  -6.8234
C  0.7627  -0.8601  -6.9140
C  1.7073  -1.6797  -7.6435
C  1.5238  -3.0064  -7.6749
O  2.3224  -3.8489  -8.3113
C  0.3656  -3.6827  -6.9770
O  0.2979  -4.8932  -7.0870
C  -0.5688  -2.8668  -6.2329
C  -0.3871  -1.5383  -6.1995
O  -1.1760  -0.7010  -5.5475
H  2.5325  -1.1902  -8.1416
H  1.9473  -4.7422  -8.1753
H  -1.3876  -3.3583  -5.7270
H  -0.8074  0.1965  -5.6897
O  -7.1347  -0.0098  2.8720
C  -6.0207  -0.4933  2.7968
C  -5.6425  -1.7731  3.3586
C  -4.3761  -2.1913  3.2233
O  -3.9234  -3.3407  3.6954
C  -3.3296  -1.3691  2.5028
O  -2.2073  -1.8477  2.4527
C  -3.7026  -0.0984  1.9309
C  -4.9717  0.3187  2.0649
O  -5.4228  1.4701  1.5948
H  -6.3979  -2.3519  3.8710
H  -2.9745  -3.3782  3.4640
H  -2.9413  0.4829  1.4260
H  -6.3679  1.5198  1.8497
O  7.1797  0.5967  -12.1840
C  6.2829  -0.1751  -11.8976
C  6.2977  -1.0722  -10.7632
C  5.2504  -1.8860  -10.5637
O  5.1639  -2.7409  -9.5577
C  4.0505  -1.8987  -11.4878
O  3.1632  -2.6863  -11.2171
C  4.0282  -0.9882  -12.6121
C  5.0752  -0.1743  -12.8093
O  5.1613  0.6955  -13.8021
H  7.1587  -1.0575  -10.1102
H  4.3040  -3.2028  -9.6481
H  3.1628  -0.9947  -13.2593
H  6.0256  1.1415  -13.6984
O  -8.1029  2.3340  7.7763
C  -7.3854  2.8187  6.9168
C  -7.6255  2.7120  5.4975
C  -6.7288  3.2397  4.6532
O  -6.8254  3.1637  3.3355
C  -5.4843  3.9549  5.1296
O  -4.7372  4.3757  4.2663
C  -5.2622  4.0861  6.5528
C  -6.1523  3.5496  7.3988
O  -6.0414  3.5992  8.7170
H  -8.5070  2.1849  5.1611
H  -6.0286  3.6093  2.9776
H  -4.3761  4.6059  6.8879
H  -6.8223  3.1360  9.0778
O  4.2055  1.1008  0.8020
C  4.9383  1.6913  1.5748
C  5.8789  2.7256  1.2126
C  6.6290  3.2779  2.1782
O  7.5229  4.2277  1.9687
C  6.5226  2.8558  3.6299
O  7.2672  3.4203  4.4106
C  5.5623  1.8379  3.9917
C  4.8100  1.2858  3.0272
O  3.8943  0.3588  3.2407
H  5.9492  3.0206  0.1751
H  7.9134  4.4301  2.8429
H  5.4801  1.5551  5.0314
H  3.5044  0.1240  2.3701
O  -3.7345  -1.8214  6.9516
C  -4.6579  -1.7873  7.7452
C  -4.9963  -2.8500  8.6670
C  -6.0508  -2.6914  9.4808
O  -6.4495  -3.5952  10.3604
C  -6.9041  -1.4401  9.4692
O  -7.8426  -1.4163  10.2432
C  -6.5542  -0.3708  8.5583
C  -5.4983  -0.5327  7.7509
O  -5.0935  0.3845  6.8797
H  -4.3850  -3.7412  8.6685
H  -7.2347  -3.2149  10.8026
H  -7.1451  0.5347  8.5353
H  -4.3128  0.0028  6.4306

Cartesian forces (eV/Å) of the 3 atoms listed first:
0.112 -0.038 -0.127
-0.069 0.021 0.135
-0.131 0.117 -0.040

=====

Values of ΔE to the lowest compared entry with this formula, charge and spin, in order: 55.5, 0.0, all in kJ/mol.
Values of calculated total energy, in order: -121510.8383, -132544.8452, all in eV.